Molecular formula: C40H105HfN6O16
Method: DFT, ωB97M-V/def2-TZVPD

Structure (XYZ):
```
168
Properties=species:S:1:pos:R:3:forces:R:3
Hf -4.09173 0.88246 -2.81727 4.781 0.718 4.867
C -0.93970 -0.69976 0.23738 -1.479 0.063 -0.184
C -1.44017 0.65866 -0.26068 1.760 0.507 0.674
O -2.57082 0.68546 -1.03080 -3.945 -0.118 -3.145
H -1.58671 -1.13600 1.00336 -0.162 0.220 0.017
H 0.02098 -0.54896 0.72358 0.291 -0.327 -0.529
H -1.01323 -1.39001 -0.60455 0.777 -0.142 0.064
H -0.58840 1.10678 -0.79892 -0.050 -0.023 -0.327
H -1.49930 1.30102 0.63217 -0.594 0.136 -0.056
C 7.68617 0.13812 5.02796 -0.213 0.441 -0.336
O 6.57607 -0.73157 4.85681 -0.279 0.390 -0.311
C 6.77395 -1.65395 3.78808 0.266 0.355 1.729
C 5.61553 -2.60461 3.84943 -0.122 -0.731 -0.630
N 4.31333 -1.99018 3.74583 -0.368 -0.122 0.632
C 3.17127 -2.87461 4.00867 0.047 0.205 -0.830
C 1.83895 -2.31700 3.53228 -0.109 1.149 0.849
O 1.61138 -1.03949 4.13388 0.542 -0.357 -0.334
C 0.36350 -0.46538 3.82043 0.092 0.070 0.839
H 7.94783 0.59110 4.06577 0.227 -0.117 -0.073
H 8.55673 -0.36777 5.44726 -0.033 -0.105 0.004
H 7.38964 0.97310 5.65929 -0.088 -0.251 0.251
H 7.67923 -2.19692 4.07533 0.113 -0.285 -0.717
H 6.90146 -1.12444 2.84053 -0.051 -0.171 -0.143
H 5.66079 -3.15807 4.79875 0.137 0.037 0.162
H 5.73127 -3.36894 3.07481 -0.114 -0.001 -0.075
H 4.28807 -1.16676 4.34444 -0.153 0.185 -0.189
H 3.13129 -3.12605 5.07274 -0.040 0.023 0.141
H 3.29128 -3.79337 3.43166 0.324 -0.133 0.193
H 1.01728 -2.95320 3.87011 0.216 -0.351 -0.330
H 1.86159 -2.21348 2.44261 -0.152 -0.114 -0.130
H -0.47402 -1.08797 4.15521 0.014 -0.275 -0.230
H 0.27116 -0.22708 2.76090 -0.036 0.044 -0.062
H 0.30490 0.42755 4.44219 -0.013 0.204 -0.317
C -6.19928 1.19791 2.42271 -0.452 0.585 -1.135
O -5.56520 0.22895 1.58541 0.670 0.579 0.198
C -4.93896 -0.73846 2.40139 -0.543 -1.479 0.622
C -4.42763 -1.95529 1.63787 -0.725 0.934 -0.690
N -5.53962 -2.63082 0.94324 0.325 -1.211 0.855
C -5.03409 -3.95517 0.50172 -0.168 0.520 -1.137
C -6.11610 -4.88039 -0.09187 0.679 0.121 1.023
O -5.52905 -6.11585 -0.49753 -0.593 0.889 -0.231
C -4.61698 -6.02686 -1.57423 0.240 0.030 -0.340
H -6.41226 2.04364 1.76242 -0.193 0.069 0.088
H -5.55117 1.60408 3.19814 -0.021 -0.465 0.263
H -7.16040 0.82402 2.77460 0.184 -0.082 0.385
H -5.70140 -1.16958 3.06523 -0.187 0.271 0.128
H -4.20653 -0.30776 3.09077 0.312 0.190 -0.374
H -3.99322 -2.65480 2.35903 0.489 0.248 0.054
H -3.72533 -1.62604 0.86830 0.314 -0.267 0.136
H -6.16059 -2.91040 1.70358 -0.508 0.492 -0.149
H -4.53014 -4.48541 1.31697 0.102 -0.095 0.003
H -4.31695 -3.72948 -0.29329 0.264 -0.223 0.105
H -6.70375 -4.34453 -0.83964 0.230 -0.225 -0.516
H -6.81041 -5.10858 0.71713 -0.089 -0.322 -0.064
H -3.61328 -5.73350 -1.25681 0.114 -0.271 0.228
H -4.86474 -5.31106 -2.36647 -0.598 0.145 0.175
H -4.59468 -7.00099 -2.05960 0.141 -0.071 0.184
C -0.48458 9.26213 -3.42407 0.400 -0.109 -0.395
O -0.78833 8.25979 -2.45818 -0.573 0.212 -0.215
C -1.55704 7.23488 -3.06869 0.121 0.577 0.253
C -1.91063 6.22870 -1.98769 0.651 0.833 -1.099
N -0.70138 5.64143 -1.43075 -2.171 -1.185 0.256
C -1.06517 4.73748 -0.34428 1.100 -0.049 0.459
C 0.13733 4.06179 0.31836 -0.754 1.527 -0.102
O 0.87409 5.13877 0.85651 0.697 -0.637 -0.144
C 2.17854 4.75467 1.31873 -0.987 0.339 0.635
H -0.08359 10.16219 -2.96588 -0.106 -0.179 0.352
H -1.35864 9.52660 -4.02296 -0.151 0.041 0.169
H 0.27090 8.87731 -4.11661 0.048 0.001 -0.047
H -0.98287 6.86655 -3.92573 0.012 -0.621 0.145
H -2.49340 7.61351 -3.49370 -0.042 0.268 0.117
H -2.63293 5.53834 -2.43408 0.380 -0.655 0.178
H -2.49118 6.74763 -1.21438 0.102 0.112 0.182
H -0.04088 6.37429 -1.18604 0.264 -0.182 0.129
H -1.78343 3.93667 -0.54510 -0.115 0.221 -1.044
H -1.59929 5.33012 0.40986 0.131 0.063 0.298
H 0.73132 3.48679 -0.39705 0.023 -0.131 -0.008
H -0.31486 3.42676 1.08913 0.486 -0.283 0.211
H 2.03390 4.01495 2.11162 0.278 -0.241 -0.046
H 2.58415 5.64437 1.79371 0.262 -0.028 -0.234
H 2.81833 4.36656 0.52570 -0.015 0.044 -0.104
C -2.97358 -0.95381 -7.74177 0.116 0.295 -0.271
O -2.89759 0.28965 -7.03893 0.667 -0.216 0.696
C -1.60934 0.92209 -7.09513 0.587 -0.508 -0.976
C -0.39464 0.05415 -6.69742 -1.354 0.157 0.189
N -0.60460 -0.44294 -5.33107 0.337 -0.539 0.434
C 0.46474 -1.40805 -4.98393 0.274 -0.266 1.282
C 0.75654 -1.42291 -3.47215 0.181 0.026 0.326
O 1.55511 -2.54733 -3.11445 0.052 -0.114 -0.646
C 2.02318 -2.48106 -1.78617 -0.482 0.872 0.411
H -3.90854 -1.44427 -7.48282 0.039 0.072 0.168
H -2.12269 -1.59387 -7.50149 -0.189 -0.208 0.069
H -2.97267 -0.80242 -8.82334 0.059 0.140 -0.031
H -1.67503 1.81719 -6.48267 -0.070 0.052 -0.040
H -1.37231 1.18204 -8.13036 -0.350 0.454 -0.097
H 0.54310 0.60586 -6.74851 -0.172 0.262 0.019
H -0.31775 -0.76784 -7.41464 0.209 -0.052 0.087
H -1.41048 -1.06110 -5.38419 -0.403 0.439 -0.013
H 1.38581 -1.13749 -5.49617 -0.037 -0.200 -0.148
H 0.13392 -2.41301 -5.25072 0.368 -0.064 -0.282
H -0.15452 -1.43470 -2.86111 -0.377 -0.171 -0.197
H 1.23973 -0.48156 -3.18544 0.331 0.051 -0.079
H 2.37967 -3.41361 -1.35225 0.006 -0.324 -0.759
H 1.17317 -2.17828 -1.16631 0.157 0.226 0.247
H 2.82692 -1.74696 -1.67769 0.000 0.125 -0.064
C 2.42942 0.75069 0.71068 -0.218 1.179 -0.168
O 3.75585 1.20374 0.55584 0.133 -1.156 -0.526
C 4.55952 0.86267 1.68778 -1.175 0.916 -0.222
C 5.98330 1.25117 1.41854 0.212 -0.277 2.334
N 6.17544 2.70703 1.40754 -0.051 -1.906 -2.094
C 7.44356 3.14535 0.82694 -0.751 1.746 -0.032
C 7.38272 3.29742 -0.69035 0.590 0.236 -0.072
O 6.32921 4.16777 -1.06241 -0.339 -0.751 0.000
C 6.33736 4.37499 -2.47057 1.036 0.551 -0.097
H 1.82334 1.23512 -0.05760 0.115 0.007 -0.143
H 2.06103 1.14107 1.66530 -0.247 -0.443 0.209
H 2.26649 -0.32394 0.59548 0.439 -0.172 0.284
H 4.47036 -0.17832 2.02594 0.020 -0.317 -0.530
H 4.05087 1.43802 2.47261 0.791 0.038 0.611
H 6.35372 0.69960 0.54603 0.152 0.287 -0.212
H 6.51304 0.87783 2.30387 0.339 -0.164 -0.222
H 5.45716 2.92653 0.71157 -0.064 1.336 0.389
H 8.37246 2.65818 1.11532 -0.408 -0.564 0.312
H 7.52867 4.18774 1.15530 0.251 0.017 0.191
H 7.34460 2.31444 -1.17344 -0.398 -0.059 -0.154
H 8.33858 3.74799 -0.97523 0.083 -0.020 -0.169
H 7.33239 4.75356 -2.72882 0.075 -0.155 -0.229
H 5.67017 5.17595 -2.78010 -0.427 -0.223 0.439
H 6.16526 3.46324 -3.04456 -0.197 -0.095 0.129
C -1.65489 -6.38190 5.14597 -0.794 -1.348 -0.547
O -1.95111 -5.55660 4.03024 1.302 0.535 0.199
C -0.95904 -4.52331 3.87926 -2.013 -0.232 -0.734
C -1.16492 -3.99925 2.44880 0.506 -1.031 0.853
N -0.44641 -4.82608 1.50261 -0.576 1.433 -1.342
C -0.34894 -4.15086 0.20101 0.988 -0.771 -0.031
C 0.12758 -5.19712 -0.78672 1.290 -0.031 -0.305
O -0.93760 -6.03745 -1.08940 -0.505 -0.220 -0.272
C -0.60530 -7.21477 -1.82868 -0.054 -0.166 0.664
H -1.89195 -5.90356 6.09572 0.424 0.107 0.056
H -0.67130 -6.85227 5.06052 0.385 0.679 0.331
H -2.28805 -7.26666 5.04269 -0.382 0.274 0.145
H 0.04554 -4.91329 4.03941 0.067 0.031 0.035
H -1.20820 -3.69546 4.54991 0.287 -0.046 0.390
H -0.83059 -2.96228 2.41231 0.069 -0.024 -0.399
H -2.23460 -4.07145 2.21585 -0.147 0.321 0.233
H -0.90391 -5.71067 1.28903 -0.003 -0.195 0.670
H 0.37284 -3.33320 0.24284 0.082 -0.072 0.289
H -1.28156 -3.68630 -0.14171 -0.307 -0.241 0.096
H 0.97022 -5.76644 -0.36350 -0.246 -0.164 0.597
H 0.66276 -4.78170 -1.65114 -0.821 0.331 -0.459
H -0.23177 -6.98147 -2.82502 0.009 0.039 -0.035
H -1.49451 -7.83981 -1.86916 -0.175 0.290 -0.249
H 0.11503 -7.81972 -1.27158 0.331 0.184 -0.087
O -2.00725 1.40860 -3.78628 -1.467 0.074 0.343
H -1.51971 2.21763 -3.57566 -0.313 0.099 0.228
H -1.33775 0.80840 -4.22854 0.184 -0.966 -0.708
O -5.25055 1.49928 -0.85822 0.098 0.118 -1.473
H -5.97067 2.14393 -0.81087 -0.099 -0.103 -0.238
H -5.07361 1.24497 0.07778 0.255 -0.917 0.167
C -3.87177 3.74096 1.77209 -0.416 0.765 -0.069
C -4.77168 4.92177 1.39038 0.313 0.148 -0.688
O -4.27397 5.60077 0.23171 0.258 -0.124 -0.199
H -4.33429 3.24544 2.62258 0.346 -0.205 0.063
H -2.89101 4.13957 2.03217 -0.012 -0.114 0.238
H -3.71645 3.05269 0.93691 -0.213 -0.113 0.012
H -4.78084 5.68663 2.16590 -0.187 -0.266 0.170
H -5.79401 4.64034 1.11904 -0.100 -0.239 0.663
H -4.63659 5.12842 -0.52196 0.108 0.215 -0.192
```
Forces are in eV/Å.

Results
**Orbital gap**: 1.4626 eV
**Energy**: -3165.908085 a.u.
**Net charge**: +3

Atomic partial charges in e from the Mulliken method, atoms 1 to 5:
1. Hf 0.712
2. C 1.342
3. C -0.437
4. O 0.187
5. H -0.156